No. 1
Computed, not measured: a structure of composition C28H66CaI2N4O10P2S2 at a distorted geometry, with ωB97M-V with the def2-TZVPD basis set.

Positions of all 115 atoms, in Å:
1 Ca 1.2341 -0.1355 -0.8560
2 I 2.1640 -0.0818 -4.4461
3 C 4.2164 -0.9487 -3.9608
4 I 4.8640 -2.4595 -2.4748
5 H 4.7254 -0.0660 -3.6051
6 H 4.5616 -1.3311 -4.9196
7 C 1.3467 6.8400 -0.4230
8 C 1.8548 5.4035 -0.4179
9 C 1.8839 4.7953 0.9583
10 O 0.7811 4.5070 -1.0211
11 P 0.7409 3.2450 -1.9223
12 O 1.5544 2.0420 -1.4788
13 C -1.0289 3.0091 -2.1168
14 P -1.6677 1.8876 -0.8716
15 O -0.7737 0.6853 -0.5770
16 O -3.1579 1.5655 -1.4173
17 C -3.7412 0.2029 -1.2916
18 C -5.1490 0.3547 -1.7723
19 C -3.1681 -0.7629 -2.3041
20 O -1.8414 2.7606 0.4262
21 C -2.8706 3.7494 0.8560
22 C -3.8432 2.9791 1.7507
23 C -3.6498 4.3954 -0.2656
24 O 1.3293 3.6442 -3.3393
25 C 0.9575 4.2869 -4.6006
26 C -0.4679 4.7842 -4.6870
27 C 1.8953 5.4413 -4.7984
28 H 2.0510 7.5206 0.0888
29 H 0.4108 6.8284 0.1070
30 H 1.1951 7.1989 -1.4445
31 H 2.7851 5.2767 -1.0018
32 H 0.8542 4.8510 1.3199
33 H 2.5227 5.3069 1.6754
34 H 2.1245 3.7182 0.8363
35 H -1.2120 2.5982 -3.1282
36 H -1.5320 3.9985 -2.0783
37 H -3.5789 -0.1139 -0.2317
38 H -5.0665 0.5061 -2.8550
39 H -5.7149 1.1763 -1.3597
40 H -5.6749 -0.6250 -1.6438
41 H -3.0267 -0.2679 -3.2634
42 H -3.8738 -1.5653 -2.5118
43 H -2.1964 -1.1841 -2.0352
44 H -2.2843 4.4608 1.4222
45 H -4.3348 2.1178 1.1889
46 H -4.6383 3.6175 2.1710
47 H -3.3152 2.5871 2.6366
48 H -3.9355 3.6362 -1.0090
49 H -3.1325 5.2256 -0.7419
50 H -4.5901 4.7478 0.2058
51 H 1.0895 3.4613 -5.3345
52 H -0.6860 5.5176 -3.9043
53 H -1.1733 3.9445 -4.5877
54 H -0.6689 5.2670 -5.6643
55 H 1.7921 6.1778 -3.9771
56 H 1.6753 5.9672 -5.7310
57 H 2.9469 5.1295 -4.7999
58 C 1.9932 -4.8008 0.7721
59 C 1.4912 -5.2057 -0.6020
60 S 0.4914 -3.9075 -1.5650
61 O 1.0816 -2.4779 -1.6307
62 C 0.6781 -4.7603 -3.2146
63 C -0.3786 -4.3838 -4.2395
64 H 2.4829 -5.6473 1.3060
65 H 1.1750 -4.4683 1.4221
66 H 2.7185 -3.9677 0.7311
67 H 0.7447 -6.0256 -0.5145
68 H 2.2869 -5.5543 -1.2857
69 H 0.6664 -5.8432 -3.0524
70 H 1.6628 -4.4871 -3.5847
71 H -1.3872 -4.3873 -3.7796
72 H -0.3350 -5.0382 -5.0926
73 H -0.2946 -3.3441 -4.5648
74 C 4.2501 -2.4930 5.8687
75 N 3.4782 -1.8842 4.7782
76 C 2.0295 -1.9955 4.8774
77 C 4.0269 -1.2077 3.7396
78 S 3.5214 0.4062 3.4061
79 N 5.0507 -1.7057 3.0335
80 C 6.0281 -0.8214 2.4229
81 C 5.1510 -3.1301 2.7254
82 H 3.8896 -2.0925 6.8243
83 H 5.2981 -2.2569 5.7923
84 H 4.1032 -3.5894 5.8413
85 H 1.7864 -2.8376 5.5352
86 H 1.6199 -2.2291 3.8716
87 H 1.5368 -1.0786 5.2477
88 H 5.5969 -0.2381 1.5897
89 H 6.8307 -1.4800 2.0716
90 H 6.3565 -0.1375 3.2025
91 H 4.3048 -3.6436 3.2455
92 H 6.0943 -3.5337 3.0757
93 H 5.0821 -3.2878 1.6246
94 C -1.9718 -0.7771 3.1273
95 N -3.0558 -1.6275 2.6453
96 C -4.4180 -1.2324 2.9381
97 C -2.6875 -2.5808 1.7341
98 O -1.6637 -2.5008 1.0600
99 N -3.5774 -3.6350 1.5340
100 C -4.3811 -4.3533 2.5016
101 C -3.4033 -4.4132 0.3122
102 H -1.7389 -1.0148 4.1703
103 H -2.2017 0.3074 3.0978
104 H -1.0949 -1.0236 2.4808
105 H -4.4699 -0.1253 2.9517
106 H -4.7148 -1.6329 3.9186
107 H -5.0645 -1.6418 2.1852
108 H -4.3989 -3.8674 3.4851
109 H -3.9525 -5.3641 2.6659
110 H -5.4270 -4.4561 2.1395
111 H -3.0655 -3.8251 -0.5324
112 H -4.3878 -4.8326 0.0972
113 H -2.7027 -5.2870 0.4324
114 O 2.5767 0.0684 1.7832
115 O 3.1259 -0.5245 0.6203

Calculated values
- LUMO energy (spin up / spin down): -5.4 / -5.4 eV
- Relative energy (zero: lowest compared OMol25 entry of this formula, charge and spin): 174.8 kJ/mol
- Orbital gap (spin up / spin down): 7.117 / 7.118 eV
- E: -4829.61155 hartree
- HOMO (spin up / spin down): -12.48 / -12.48 eV
- Charge: +2
- Multiplicity: 1

No. 2
Computed, not measured: a structure of composition C62H49CdN6OP2S3 at a distorted geometry, with ωB97M-V with the def2-TZVPD basis set.

Positions of all 124 atoms, in Å:
1 Cd -0.4682 0.0053 -1.1883
2 O 2.3051 -0.2928 1.5240
3 C 3.5506 0.1871 1.2372
4 C 4.4652 0.6515 2.1789
5 C 5.7292 1.0451 1.7712
6 C 6.0918 1.0004 0.4336
7 C 5.1481 0.6333 -0.5110
8 C 3.8727 0.2360 -0.1270
9 P 2.5272 -0.0523 -1.3479
10 C 3.1933 -1.4882 -2.2861
11 C 4.2120 -2.3158 -1.8185
12 C 4.5334 -3.4922 -2.4855
13 C 3.8483 -3.8535 -3.6344
14 C 2.8292 -3.0382 -4.1122
15 C 2.4924 -1.8807 -3.4315
16 C 2.9042 1.3650 -2.4569
17 C 3.2788 1.2714 -3.7939
18 C 3.4968 2.4223 -4.5412
19 C 3.3146 3.6717 -3.9700
20 C 2.9240 3.7720 -2.6408
21 C 2.7316 2.6283 -1.8865
22 C 1.8512 -0.4922 2.8105
23 C 2.6240 -1.0945 3.7994
24 C 2.0883 -1.2828 5.0620
25 C 0.7902 -0.8790 5.3404
26 C 0.0044 -0.3500 4.3313
27 C 0.5141 -0.1617 3.0499
28 P -0.5651 0.1112 1.5593
29 C -1.6087 1.5450 1.9580
30 C -2.6874 1.7902 1.1044
31 C -3.4980 2.8954 1.2843
32 C -3.2291 3.7866 2.3168
33 C -2.1537 3.5594 3.1586
34 C -1.3454 2.4428 2.9838
35 C -1.7175 -1.2652 2.1414
36 C -1.2005 -2.5617 2.0580
37 C -1.9715 -3.6678 2.3671
38 C -3.2934 -3.5014 2.7632
39 C -3.8160 -2.2241 2.8706
40 C -3.0360 -1.1144 2.5614
41 H 4.1946 0.7216 3.2217
42 H 6.4377 1.3921 2.5126
43 H 7.0925 1.2808 0.1310
44 H 5.3893 0.6647 -1.5669
45 H 4.7577 -2.0404 -0.9232
46 H 5.3216 -4.1310 -2.1044
47 H 4.1002 -4.7703 -4.1530
48 H 2.2878 -3.3161 -5.0080
49 H 1.6551 -1.2807 -3.7727
50 H 3.4110 0.3055 -4.2599
51 H 3.8105 2.3333 -5.5745
52 H 3.4723 4.5673 -4.5580
53 H 2.7598 4.7437 -2.1921
54 H 2.4214 2.6992 -0.8518
55 H 3.6254 -1.4387 3.5779
56 H 2.6895 -1.7584 5.8267
57 H 0.3807 -1.0176 6.3330
58 H -1.0332 -0.1064 4.5231
59 H -2.8822 1.0997 0.2893
60 H -4.3433 3.0608 0.6272
61 H -3.8445 4.6677 2.4485
62 H -1.9403 4.2552 3.9615
63 H -0.4977 2.2815 3.6384
64 H -0.1638 -2.6876 1.7628
65 H -1.5447 -4.6629 2.3006
66 H -3.9111 -4.3642 2.9803
67 H -4.8443 -2.0850 3.1836
68 H -3.4619 -0.1246 2.6587
69 C -1.4168 2.7248 -2.6250
70 C -0.6885 3.6060 -1.6529
71 C -0.7404 4.9775 -1.8372
72 C -0.0809 5.8699 -1.0006
73 C 0.6735 5.3482 0.0433
74 C 0.7707 3.9879 0.2667
75 C 1.6569 3.4972 1.3894
76 C 0.0798 3.0388 -0.5725
77 N 0.2169 1.7342 -0.3146
78 H -1.9093 3.3324 -3.3858
79 H -2.1874 2.1130 -2.1471
80 H -0.7242 2.0452 -3.1437
81 H -1.3119 5.3723 -2.6734
82 H -0.1545 6.9394 -1.1584
83 H 1.2160 6.0234 0.7017
84 H 1.3605 3.9409 2.3433
85 H 2.7046 3.7664 1.2106
86 H 1.5873 2.4119 1.4667
87 S -7.6575 -0.4395 0.9495
88 C -6.3709 -0.1830 -0.0615
89 S -5.1455 -1.3997 -0.2926
90 C -4.2861 -0.3388 -1.4416
91 N -4.8735 0.7990 -1.5566
92 N -6.0237 0.9089 -0.8036
93 C -6.6613 2.1821 -0.8927
94 C -5.8879 3.2509 -1.3592
95 C -6.4329 4.5178 -1.4579
96 C -7.7537 4.7455 -1.1003
97 C -8.5263 3.6834 -0.6636
98 C -7.9965 2.4047 -0.5629
99 S -2.9210 -0.8676 -2.2869
100 H -4.8629 3.0720 -1.6445
101 H -5.8175 5.3348 -1.8123
102 H -8.1761 5.7404 -1.1666
103 H -9.5623 3.8452 -0.3931
104 H -8.6170 1.5937 -0.2304
105 N 4.2243 -9.2680 2.1493
106 C 3.6531 -8.4277 1.6112
107 C 2.9350 -7.3912 0.9496
108 C 3.3618 -6.0634 1.0223
109 C 2.6539 -5.0644 0.3915
110 C 1.4943 -5.3657 -0.3217
111 C 1.0641 -6.6901 -0.3965
112 C 1.7781 -7.6911 0.2257
113 N 0.7609 -4.3458 -0.9480
114 C -0.1824 -4.4917 -1.9525
115 C -0.6376 -3.2436 -2.2275
116 N 0.0011 -2.3365 -1.4162
117 C 0.8192 -3.0189 -0.6667
118 H 4.2561 -5.8270 1.5829
119 H 3.0061 -4.0430 0.4366
120 H 0.1554 -6.9334 -0.9272
121 H 1.4383 -8.7163 0.1717
122 H -0.4207 -5.4384 -2.3996
123 H -1.3875 -2.9384 -2.9357
124 H 1.4757 -2.5855 0.0709

Calculated values
- LUMO energy: 1.2 eV
- Relative energy (zero: lowest compared OMol25 entry of this formula, charge and spin): 93.1 kJ/mol
- Orbital gap: 4.113 eV
- E: -4840.84233 hartree
- HOMO: -2.92 eV
- Charge: -1
- Multiplicity: 1

No. 3
Computed, not measured: a cluster of 10 separate species, C50H50N10 in total at a distorted geometry, with ωB97M-V with the def2-TZVPD basis set.

Positions of all 110 atoms, in Å:
1 C -1.2089 0.0065 -4.7327
2 C -1.3755 1.2308 -4.0008
3 C -0.2139 1.9405 -3.6710
4 N 1.0308 1.4821 -4.0270
5 C 1.1439 0.4391 -4.8392
6 C 0.0322 -0.3612 -5.2262
7 H -2.0054 -0.6620 -5.0246
8 H -2.3939 1.4409 -3.7087
9 H -0.2761 2.7711 -2.9835
10 H 1.9867 0.3129 -5.5026
11 H 0.0917 -1.1803 -5.9276
12 C 4.0204 1.2496 -0.1234
13 C 3.4811 0.8318 -1.3998
14 C 4.2271 1.1563 -2.4960
15 N 5.4913 1.7386 -2.4782
16 C 5.9972 2.0983 -1.2680
17 C 5.2968 1.8277 -0.1035
18 H 3.4408 1.2199 0.7874
19 H 2.5166 0.3465 -1.4248
20 H 3.7535 0.9092 -3.4346
21 H 7.0108 2.4615 -1.3520
22 H 5.6641 2.2149 0.8354
23 C 2.6671 -2.5303 -3.4483
24 C 2.2065 -2.7381 -2.1812
25 C 0.9950 -3.3344 -2.0971
26 N 0.3581 -3.9894 -3.1155
27 C 0.8497 -3.7630 -4.3279
28 C 2.0596 -3.0903 -4.5725
29 H 3.6317 -2.0692 -3.6012
30 H 2.6995 -2.3609 -1.2974
31 H 0.4980 -3.4435 -1.1445
32 H 0.2774 -4.1873 -5.1395
33 H 2.4009 -2.8795 -5.5752
34 C 3.4195 -4.1032 3.4853
35 C 2.8433 -4.5644 2.2500
36 C 3.0140 -3.8185 1.0326
37 N 3.6186 -2.6223 1.0526
38 C 4.1617 -2.2322 2.2401
39 C 4.1544 -2.9203 3.4040
40 H 3.3915 -4.6329 4.4260
41 H 2.3262 -5.5116 2.2078
42 H 2.4802 -4.1537 0.1557
43 H 4.7304 -1.3165 2.1731
44 H 4.7351 -2.5922 4.2535
45 C 0.6172 1.0266 0.8062
46 C 0.9065 -0.2602 1.2231
47 C 0.1305 -1.3295 0.7558
48 N -1.0190 -1.1612 0.0060
49 C -1.3276 0.1562 -0.3787
50 C -0.5122 1.2099 0.0130
51 H 1.3238 1.8235 0.9853
52 H 1.7549 -0.5011 1.8465
53 H 0.4829 -2.3198 1.0035
54 H -2.1629 0.3169 -1.0442
55 H -0.7326 2.2036 -0.3481
56 C -4.8706 -3.4562 -2.4519
57 C -5.6334 -2.2955 -2.5412
58 C -4.9082 -1.1268 -2.5680
59 N -3.5821 -1.0093 -2.5702
60 C -2.8295 -2.1671 -2.5230
61 C -3.4896 -3.4283 -2.4459
62 H -5.3548 -4.4214 -2.4743
63 H -6.7076 -2.2312 -2.6320
64 H -5.3902 -0.1613 -2.6131
65 H -1.7548 -2.1757 -2.4163
66 H -2.9598 -4.3616 -2.3248
67 C -3.2442 4.1258 2.5914
68 C -4.5663 4.2000 2.9621
69 C -5.3629 3.1311 2.5738
70 N -4.8705 1.9457 2.1227
71 C -3.5297 1.8534 1.8964
72 C -2.7161 2.9868 1.9863
73 H -2.5980 4.9837 2.7052
74 H -5.0543 5.1005 3.3046
75 H -6.4390 3.1948 2.5082
76 H -3.1652 0.9101 1.5174
77 H -1.6820 2.9361 1.6790
78 C 0.9502 6.6831 1.0595
79 C 2.1435 6.1258 0.5569
80 C 2.0891 5.0461 -0.2971
81 N 0.9261 4.4330 -0.6212
82 C -0.2310 4.8937 -0.0675
83 C -0.1990 6.0097 0.7935
84 H 0.9412 7.5896 1.6465
85 H 3.0326 6.6661 0.8464
86 H 3.0200 4.5970 -0.6103
87 H -1.1524 4.3704 -0.2764
88 H -1.1583 6.2274 1.2395
89 C -4.8375 -4.2417 1.0449
90 C -5.0382 -5.1701 2.0877
91 C -4.1631 -5.1538 3.2206
92 N -3.1451 -4.3549 3.2902
93 C -2.9760 -3.4401 2.2592
94 C -3.7696 -3.3193 1.1450
95 H -5.5056 -4.1945 0.1977
96 H -5.9138 -5.8002 2.1392
97 H -4.1166 -5.7856 4.0953
98 H -2.1246 -2.7761 2.2342
99 H -3.6115 -2.6062 0.3495
100 C 0.8062 2.4392 3.9936
101 C 1.1425 1.1357 4.1166
102 C 2.5318 0.8631 3.9905
103 N 3.4342 1.7737 3.6889
104 C 3.0222 3.0562 3.5165
105 C 1.7268 3.4394 3.6959
106 H -0.2356 2.7106 4.0795
107 H 0.3770 0.4021 4.3222
108 H 2.8174 -0.1546 4.2122
109 H 3.8052 3.7439 3.2330
110 H 1.4297 4.4716 3.5838

Calculated values
- LUMO energy: 0.5 eV
- SMILES: c1ccncc1.c1ccncc1.c1ccncc1.c1ccncc1.c1ccncc1.c1ccncc1.c1ccncc1.c1ccncc1.c1ccncc1.c1ccncc1
- Relative energy (zero: lowest compared OMol25 entry of this formula, charge and spin): 276.8 kJ/mol
- Orbital gap: 9.500 eV
- E: -2482.70338 hartree
- HOMO: -8.96 eV
- Multiplicity: 1